Entry 1:
Formula: C35H40MnN4P2
Source: the Open Molecules 2025 dataset
Level of theory: ωB97M-V/def2-TZVPD

Geometry (Å):
1 Mn 0.76147 1.09742 1.63900
2 C 0.58651 -3.83169 -4.71681
3 C -0.27806 -2.81090 -4.72011
4 C -1.76871 -2.91992 -4.75685
5 C -2.38307 -4.07706 -3.91998
6 C -1.72733 -4.28129 -2.58261
7 C -0.68927 -5.08513 -2.34865
8 C 0.00186 -5.94293 -3.38439
9 C 0.22829 -5.29185 -4.76824
10 C 1.01605 0.56471 3.52255
11 H 1.66563 -3.65227 -4.72663
12 H 0.08898 -1.78886 -4.79439
13 H -2.09691 -3.03272 -5.80461
14 H -2.21182 -1.96818 -4.41560
15 H -3.44310 -3.82596 -3.74798
16 H -2.36353 -4.99940 -4.51518
17 H -2.20433 -3.73857 -1.76106
18 H -0.32111 -5.24180 -1.32970
19 H -0.57770 -6.87055 -3.52842
20 H 0.97949 -6.27077 -2.99041
21 H 1.07100 -5.82469 -5.24046
22 H -0.65193 -5.45333 -5.40287
23 H 1.97577 1.09774 3.41054
24 H 1.18030 -0.45462 3.90024
25 H 0.32049 1.13501 4.16444
26 P -0.97614 -0.23974 1.56480
27 P 0.37932 1.49750 -0.53188
28 N -0.61877 -1.92614 2.04337
29 N -2.42334 0.21524 2.58091
30 N 1.44874 0.56574 -1.61848
31 N 0.44813 2.98660 -1.50113
32 C -1.63820 -0.41248 -0.13862
33 C -1.27148 0.82006 -0.98829
34 C 0.63093 -2.38094 2.47217
35 C 0.49234 -3.67751 2.95548
36 C -0.87380 -4.06008 2.75035
37 C -1.53234 -2.96141 2.19838
38 C -2.46231 0.42356 3.96153
39 C -3.74444 0.84448 4.32064
40 C -4.51609 0.90704 3.11797
41 C -3.67182 0.55389 2.07046
42 C 2.71408 0.16266 -1.19932
43 C 3.17408 -0.82916 -2.05629
44 C 2.16200 -1.03525 -3.04840
45 C 1.12828 -0.14255 -2.76704
46 C 0.20338 3.09035 -2.87517
47 C 0.17740 4.43732 -3.22167
48 C 0.41926 5.19177 -2.02516
49 C 0.58386 4.27630 -0.99047
50 H -2.72413 -0.56874 -0.09487
51 H -1.19635 -1.32293 -0.57566
52 H -1.32461 0.59942 -2.06370
53 H -1.96682 1.65238 -0.78638
54 H 1.51025 -1.75687 2.37169
55 H 1.27980 -4.25937 3.41767
56 H -1.30894 -5.02194 2.97222
57 H -2.55880 -2.82642 1.88875
58 H -1.58261 0.25018 4.56460
59 H -4.08976 1.09184 5.31727
60 H -5.55819 1.17603 3.01645
61 H -3.86450 0.51178 1.00624
62 H 3.18298 0.64631 -0.35655
63 H 4.12269 -1.34541 -1.98818
64 H 2.17492 -1.75505 -3.85198
65 H 0.22358 0.06748 -3.32381
66 H 0.09618 2.20933 -3.49416
67 H -0.01886 4.82975 -4.20956
68 H 0.45922 6.26941 -1.92726
69 H 0.81107 4.42138 0.05695
70 C 1.23287 2.89238 1.81614
71 C 1.60563 3.96260 2.36762
72 C 2.02962 4.90424 3.29580
73 C 3.21801 5.64730 3.06283
74 C 3.84275 6.31018 4.11636
75 C 3.27387 6.33187 5.39830
76 C 2.04607 5.69277 5.61205
77 C 1.41316 5.01729 4.57622
78 H 3.66880 5.64354 2.07001
79 H 4.79293 6.81674 3.93672
80 H 3.78577 6.83489 6.21847
81 H 1.57840 5.70614 6.59643
82 H 0.45293 4.53183 4.73736

Values from the calculation:
F_max	5.43	eV/Å
ΔE to the lowest compared entry with this formula, charge and spin	110.7	kJ/mol
2S+1	6
total charge	0
HOMO-LUMO gap (alpha / beta)	6.3 / 7.1	eV
DFT total energy	-92794.9230	eV
expectation value of S²	8.828


Entry 2:
Formula: C35H40N3
Source: the Open Molecules 2025 dataset
Level of theory: ωB97M-V/def2-TZVPD

Geometry (Å):
1 C -1.51116 0.83447 6.96451
2 N -0.64456 -0.20708 6.45711
3 C 0.42872 -0.59702 7.34302
4 C -0.82109 -0.76906 5.23289
5 C -0.01247 -1.86053 4.80716
6 C -0.12587 -2.35841 3.52202
7 C -1.04953 -1.81127 2.60037
8 C -1.10076 -2.25711 1.21732
9 C 0.01194 -2.92101 0.64311
10 C 0.04166 -3.45061 -0.63206
11 C 0.71356 -4.66390 -1.00133
12 C 0.52578 -5.20974 -2.29949
13 C 1.37171 -6.20224 -2.77519
14 C 2.40111 -6.69881 -1.96024
15 C 2.51565 -6.25582 -0.63429
16 C 1.61376 -5.32650 -0.12548
17 C -2.35086 -2.06457 0.47126
18 C -2.40063 -1.49515 -0.81773
19 C -3.61641 -1.27881 -1.45580
20 C -4.83538 -1.68365 -0.84710
21 N -6.04026 -1.44045 -1.44169
22 C -7.26485 -2.05400 -0.98151
23 C -6.19217 -0.54704 -2.56794
24 C -4.78297 -2.30967 0.42833
25 C -3.57274 -2.44080 1.08234
26 C -1.89614 -0.76117 3.05388
27 C -1.78685 -0.24245 4.32959
28 H -2.55983 0.67014 6.68170
29 H -1.43919 0.83419 8.05862
30 H -1.20144 1.82762 6.59751
31 H 1.34694 -0.84772 6.79490
32 H 0.63393 0.24426 8.01456
33 H 0.14670 -1.46611 7.96025
34 H 0.70100 -2.31400 5.49159
35 H 0.48605 -3.20958 3.22300
36 H 0.89881 -3.03626 1.26648
37 H -0.63245 -3.03406 -1.39182
38 H -0.26157 -4.78381 -2.91486
39 H 1.23513 -6.57724 -3.78779
40 H 3.10081 -7.43882 -2.34590
41 H 3.31770 -6.63948 0.00677
42 H 1.63074 -5.04080 0.93420
43 H -1.47188 -1.19122 -1.30913
44 H -3.61663 -0.81626 -2.44427
45 H -7.07199 -2.97954 -0.42840
46 H -7.82885 -1.36632 -0.33356
47 H -7.90169 -2.30324 -1.83923
48 H -5.36620 0.16944 -2.61823
49 H -6.23583 -1.10748 -3.51487
50 H -7.13301 0.01130 -2.46826
51 H -5.69409 -2.64729 0.92186
52 H -3.56074 -2.86439 2.09315
53 H -2.64206 -0.34141 2.37632
54 H -2.43914 0.57216 4.63676
55 C 0.20551 2.24489 -0.29953
56 C 0.87256 2.25453 -1.53116
57 C 1.72880 1.20227 -1.87175
58 C 1.97759 0.16208 -0.96386
59 C 2.99596 -0.91649 -1.29613
60 C 4.43892 -0.64824 -0.79461
61 C 4.97139 -2.01133 -0.30642
62 C 3.79853 -2.99244 -0.36825
63 N 2.60254 -2.24263 -0.80145
64 C 1.31715 0.16139 0.26764
65 C 0.40931 1.17894 0.58808
66 H -0.46715 3.06286 -0.02713
67 H 0.71944 3.07632 -2.23832
68 H 2.22128 1.17564 -2.84826
69 H 3.05587 -0.95460 -2.39909
70 H 5.03886 -0.27307 -1.63536
71 H 4.46119 0.09960 0.01133
72 H 5.77395 -2.36850 -0.96467
73 H 5.38740 -1.94726 0.70338
74 H 4.00340 -3.82227 -1.06678
75 H 3.60049 -3.44847 0.61278
76 H 2.12596 -2.73835 -1.54166
77 H 1.49344 -0.66819 0.95428
78 H -0.13143 1.13627 1.53620

Values from the calculation:
F_max	1.90	eV/Å
ΔE to the lowest compared entry with this formula, charge and spin	65.7	kJ/mol
total charge	+1
HOMO-LUMO gap	5.5	eV
DFT total energy	-41407.2795	eV


Entry 3:
Formula: C35H40N3O8
Source: the Open Molecules 2025 dataset
Level of theory: ωB97M-V/def2-TZVPD

Geometry (Å):
1 C 2.44362 -1.20821 2.09629
2 C 2.00262 0.12579 1.67229
3 N 0.53762 -0.01021 1.22329
4 C 0.04862 -0.34621 0.00329
5 C -1.27238 -0.09521 0.04629
6 N -1.55838 0.46579 1.28329
7 C -0.45538 0.41779 1.97729
8 C -2.97138 0.79779 1.84729
9 H 2.44362 -1.97721 1.33129
10 H 1.97562 -1.58721 3.00529
11 H 3.40562 -1.15521 2.39229
12 H 2.63362 0.62979 1.00529
13 H 2.08262 0.81579 2.59629
14 H 0.91462 -0.74321 -0.68871
15 H -2.13138 -0.16021 -0.55371
16 H -0.31238 0.81279 2.90029
17 H -3.04038 0.36479 2.78229
18 H -3.69738 0.53479 1.15329
19 H -2.80238 1.97579 2.12629
20 N 1.79562 3.67879 2.28429
21 C 0.58062 3.92879 2.70929
22 C 0.42962 4.65879 3.89229
23 C 1.51262 5.03179 4.66229
24 C 2.76562 4.73779 4.10029
25 C 2.89362 4.13579 2.81329
26 H -0.30238 3.50679 2.35729
27 H -0.56138 5.07279 4.20529
28 H 1.39562 5.46379 5.71029
29 H 3.49762 4.85779 4.57629
30 H 3.90562 4.09179 2.40629
31 C -1.18238 2.45879 -1.89371
32 C -0.99838 2.40579 -3.39971
33 C -1.97238 2.98779 -4.20571
34 C -2.91138 3.81979 -3.59871
35 C -3.15638 3.87779 -2.23271
36 C -2.26238 3.22179 -1.29071
37 O -2.27238 3.34579 0.08529
38 O -1.86938 2.82579 -5.55871
39 H -0.44038 2.08579 -1.08771
40 H -0.17638 1.91679 -3.84571
41 H -3.68438 3.98179 -4.32671
42 H -3.93838 4.34279 -1.87571
43 H -2.89338 3.81079 0.52929
44 H -2.09738 3.40379 -6.14071
45 C -1.33638 -3.63021 1.54629
46 C -2.77138 -4.04121 1.33229
47 C -3.05738 -4.89721 0.26629
48 C -2.00838 -5.48921 -0.60271
49 C -0.65738 -5.19121 -0.18071
50 C -0.30938 -4.29521 0.85929
51 O 0.90062 -3.91421 1.21829
52 O -4.32838 -5.26421 -0.17771
53 H -1.10738 -2.87521 2.30429
54 H -3.52138 -3.51921 1.96029
55 H -2.23338 -6.19121 -1.43371
56 H 0.07562 -5.58821 -0.77771
57 H 1.81962 -4.05421 0.80729
58 H -4.44638 -5.82721 -0.90571
59 C 7.63562 -0.44321 -1.01471
60 C 6.94462 -1.53321 -1.84071
61 C 6.04362 -2.38321 -1.11571
62 C 5.83562 -2.18321 0.27829
63 C 6.54062 -1.11321 0.91729
64 C 7.52962 -0.33621 0.29429
65 O 8.17462 0.56279 1.19329
66 O 5.26162 -3.22521 -1.76271
67 H 8.08862 0.29179 -1.54471
68 H 7.01762 -1.77321 -2.80071
69 H 4.92962 -2.61421 0.76429
70 H 6.44462 -1.02521 1.98629
71 H 8.99262 0.74679 1.17029
72 H 5.90462 -3.84421 -2.23471
73 C -4.77138 0.58479 -1.58271
74 C -3.96138 0.41379 -2.88071
75 C -3.44338 -0.83421 -3.29971
76 C -3.69938 -1.96621 -2.45171
77 C -4.45338 -1.87721 -1.39171
78 C -4.99338 -0.66221 -0.84071
79 O -5.76738 -0.62121 0.24429
80 O -2.82938 -0.88321 -4.49471
81 H -5.21038 1.55279 -1.33271
82 H -4.04938 1.25179 -3.29271
83 H -3.23138 -2.94321 -2.69071
84 H -4.67038 -2.71421 -0.86571
85 H -6.03838 0.26879 0.49229
86 H -3.54738 -1.22721 -5.19371

Values from the calculation:
F_max	13.10	eV/Å
ΔE to the lowest compared entry with this formula, charge and spin	221.0	kJ/mol
total charge	+1
HOMO-LUMO gap	8.1	eV
DFT total energy	-57776.4328	eV


Question: Among the records above, which one has the lowest ΔE to the lowest compared entry with this formula, charge and spin?
Answer: C35H40N3


Question: Look up the total charge of the first one.
Answer: 0


Question: total charge of number 2 (C35H40N3)?
Answer: +1